1.
Entry from OMol25: a molecular structure, C7H4ClO2Te4W at a distorted geometry (the ωB97M-V functional and the def2-TZVPD basis).

## Properties
HOMO energy (spin up / spin down) = -11.312 / -10.753 eV
E = -54932.2383 eV
Strongest force on any atom = 1.4 eV/A
Charge = +1
2S+1 = 3
Energy relative to the best compared isomer or geometry (same formula, charge and spin) = 0.000 eV
M = 849.800 g/mol
Gap between HOMO and LUMO (spin up / spin down) = 5.9 / 4.8 eV
⟨S²⟩ = 2.234

Atoms and positions in Å:
W 2.00905 1.31082 -0.00112
Te 4.60206 1.00302 0.00872
Te 5.94106 3.39882 0.02469
Te 4.13079 5.22099 -0.02150
Te 1.69921 3.88571 -0.01064
Cl -3.91031 -3.20375 0.00001
C -2.72405 -1.95585 0.00014
C -3.13265 -0.61133 0.00432
C -2.21300 0.41022 0.00397
C -0.84382 0.13310 0.00067
O 0.01838 1.13292 0.00079
C -0.42883 -1.22356 -0.00277
C 0.93154 -1.57676 -0.00431
O 1.91560 -0.79086 -0.00281
C -1.39317 -2.25920 -0.00350
H -4.19101 -0.38719 0.00800
H -2.52738 1.44485 0.00756
H 1.17872 -2.64175 -0.00558
H -1.06219 -3.29019 -0.00663

Forces on the atoms, in the same order (eV/Å):
W 0.8 1.1 0.0
Te -1.1 -0.1 0.0
Te 0.2 0.3 0.0
Te 0.1 0.2 0.0
Te 0.2 -1.2 0.0
Cl 0.0 0.0 0.0
C 0.1 0.0 0.0
C 0.0 0.0 0.0
C -0.1 0.1 0.0
C 0.2 -0.3 0.0
O -0.1 0.0 0.0
C -0.3 0.2 0.0
C 0.1 -0.1 0.0
O -0.2 -0.1 0.0
C 0.1 -0.1 0.0
H 0.0 0.0 0.0
H 0.0 0.0 0.0
H 0.0 0.0 0.0
H 0.0 0.0 0.0

=====

2.
Entry from OMol25: a molecular structure, C2H3Br4P at a distorted geometry (the ωB97M-V functional and the def2-TZVPD basis).

## Properties
HOMO energy = -9.779 eV
E = -291581.6652 eV
Strongest force on any atom = 3.5 eV/A
Charge = 0
Energy relative to the best compared isomer or geometry (same formula, charge and spin) = 0.821 eV
M = 377.636 g/mol
Gap between HOMO and LUMO = 9.4 eV

Atoms and positions in Å:
C -0.20635 -0.25007 1.70819
C -1.40716 -0.10797 1.22019
P 1.21539 0.14753 -1.49253
Br 0.18922 -1.35906 -2.69903
Br -2.49811 1.56199 1.59480
Br 3.36551 -0.18732 -1.87948
Br 0.86129 1.76008 -3.10387
H 0.30869 -1.18887 1.77520
H 0.28616 0.50280 2.19507
H -2.11462 -0.87911 0.68146

Forces on the atoms, in the same order (eV/Å):
C -0.6 -1.5 -0.4
C -3.4 -0.3 -0.8
P -0.1 1.2 -0.9
Br -0.1 -0.9 0.1
Br 1.2 -1.4 -0.6
Br 0.1 -0.2 0.0
Br 0.2 -0.1 0.8
H 0.0 -0.5 -0.6
H 1.0 2.0 1.1
H 1.8 1.6 1.2

=====

3.
Entry from OMol25: 2 unconnected molecules or ions with the total composition C2H3NO2 at a distorted geometry (the ωB97M-V functional and the def2-TZVPD basis).

## Properties
HOMO energy (spin up / spin down) = -7.520 / -10.114 eV
E = -7702.4809 eV
Strongest force on any atom = 3.9 eV/A
Charge = 0
Energy relative to the best compared isomer or geometry (same formula, charge and spin) = 5.362 eV
M = 73.051 g/mol
Gap between HOMO and LUMO (spin up / spin down) = 6.8 / 10.3 eV

Atoms and positions in Å:
C -1.11699 0.22670 -0.30963
C 0.19037 0.12044 0.28398
N -1.96477 0.65008 -0.94790
O 0.40959 -0.15965 1.53951
O 1.22072 0.61583 -0.41701
H -0.89448 -2.06442 -0.71531
H 1.31744 -0.33715 1.83074
H 0.83812 0.94816 -1.26438

Forces on the atoms, in the same order (eV/Å):
C 3.2 -0.2 2.1
C -1.2 -0.4 -1.4
N -2.0 0.6 -1.2
O -0.5 -0.3 1.5
O -0.3 0.4 -1.0
H 0.3 0.1 0.1
H -0.1 0.1 -0.8
H 0.7 -0.3 0.7

=====

4.
Entry from OMol25: 3 unconnected molecules or ions with the total composition C4H16N2O2 at a distorted geometry (the ωB97M-V functional and the def2-TZVPD basis).

## Properties
HOMO energy = -9.311 eV
E = -11480.3636 eV
Strongest force on any atom = 7.0 eV/A
Structure (SMILES) = NCCCCN.O.O
Charge = 0
Energy relative to the best compared isomer or geometry (same formula, charge and spin) = 2.608 eV
M = 124.184 g/mol
Gap between HOMO and LUMO = 9.8 eV

Atoms and positions in Å:
N 1.78500 1.79357 0.02437
C 1.19409 0.77709 -0.92618
C -0.04976 0.19778 -0.16203
C 0.08185 -0.84629 0.94829
C -1.30119 -0.99406 1.68575
N -1.43933 0.04645 2.68357
H 1.85196 1.41506 0.98568
H 2.83134 1.94251 -0.28256
H 0.80332 1.32604 -1.88610
H 1.99322 0.01411 -1.24545
H -0.55961 1.10677 0.23100
H -0.76911 -0.16045 -0.95228
H 0.75565 -0.41568 1.67421
H 0.39806 -1.90164 0.63671
H -2.18811 -1.25893 1.02956
H -1.27801 -1.97995 2.32362
H -0.62366 0.24945 3.16574
H -1.64303 0.99412 2.03471
O -1.57792 2.36197 -1.60284
H -2.16683 1.57337 -1.74069
H -2.15409 2.59755 -0.82205
O 1.41388 -3.20084 -2.10216
H 1.05564 -2.47332 -1.58821
H 1.03591 -4.00525 -2.15439

Forces on the atoms, in the same order (eV/Å):
N 2.7 -0.3 -1.2
C 0.0 0.4 0.2
C -0.6 0.1 -2.0
C -1.2 -1.0 -0.8
C 1.4 -3.2 1.5
N -4.4 3.6 -4.1
H -0.1 0.1 -0.9
H -2.7 -0.2 0.9
H 0.8 -1.0 1.9
H -1.4 0.7 0.4
H 0.5 -0.6 -0.1
H 0.6 0.0 0.7
H 0.5 -0.5 0.4
H 0.0 1.6 0.1
H 0.9 1.3 0.6
H 0.3 1.5 -1.1
H 2.0 0.1 0.9
H 0.7 -2.9 2.7
O -2.9 -1.0 1.5
H 1.3 0.4 -0.9
H 1.4 0.9 -0.7
O 3.4 4.5 -0.5
H -0.7 -0.9 0.1
H -2.7 -3.5 0.5

=====

5.
Entry from OMol25: a molecular structure, C21H57BClIN9NbO23P at a distorted geometry (the ωB97M-V functional and the def2-TZVPD basis).

## Properties
HOMO energy = -4.789 eV
E = -115320.1452 eV
Strongest force on any atom = 1.8 eV/A
Charge = -1
M = 1100.776 g/mol
Gap between HOMO and LUMO = 6.2 eV

Atoms and positions in Å:
C -1.01464 3.11159 -3.27672
C 0.02317 2.95681 -4.39895
C 1.37431 3.59793 -4.06310
C 2.02205 2.97824 -2.80580
C 3.27455 2.17929 -3.14171
C 3.85728 1.42236 -1.93543
C 4.18686 -0.06385 -2.19972
C 3.08266 -1.00168 -1.69471
C 1.76372 -0.76913 -2.42002
Nb -0.02945 -1.94979 -1.78904
Cl -1.34435 -0.83807 -3.55182
I -2.38605 -3.35894 -0.94478
C -0.37901 -0.12305 -0.45529
O -1.52163 -0.24764 0.38724
O -2.32633 0.93678 0.30674
C 1.08773 -3.09864 -0.25755
B 1.16557 -2.46497 1.14840
O 2.43995 -2.20958 1.69805
O 0.07493 -2.17514 1.96119
P 0.55439 -3.83035 -3.48883
C 2.31573 -3.74041 -4.00969
O -0.26685 -3.55742 -4.90234
H -1.95699 3.46513 -3.69090
H -0.69621 3.83781 -2.52852
H -1.20670 2.16640 -2.77334
H -0.35807 3.43401 -5.30147
H 0.18141 1.89520 -4.59232
H 2.03706 3.42817 -4.91448
H 1.22565 4.67082 -3.93458
H 1.28347 2.34126 -2.31850
H 2.31211 3.76245 -2.10407
H 4.01701 2.89399 -3.49798
H 3.09066 1.49073 -3.96891
H 4.75335 1.92308 -1.57108
H 3.11766 1.45198 -1.13001
H 5.12507 -0.31145 -1.70251
H 4.28141 -0.20578 -3.27771
H 3.40699 -2.02595 -1.88985
H 2.98787 -0.84992 -0.61950
H 1.45718 0.26530 -2.23422
H 1.87791 -0.86684 -3.50137
H 0.49049 0.22522 0.13049
H -0.59273 0.68253 -1.15962
H -1.78065 1.63973 0.69161
H 0.53984 -4.04497 -0.17583
H 2.10362 -3.35897 -0.56212
H 2.68882 -1.28246 1.65326
H 0.05548 -1.21351 2.03243
H 2.50771 -4.46801 -4.79900
H 2.92657 -4.00124 -3.14685
H 2.59551 -2.75431 -4.38366
H 0.02504 -2.74303 -5.32404
C -5.12258 -5.94383 -0.80716
N -6.04460 -7.11450 -0.80019
O -6.57081 -7.42305 0.25043
O -6.21361 -7.69259 -1.85387
H -5.07699 -5.53997 0.19605
H -4.14814 -6.28883 -1.13711
H -5.51798 -5.21649 -1.50856
C -5.67709 1.55965 1.70885
N -5.51132 3.03674 1.64289
O -4.39847 3.48289 1.45889
O -6.51114 3.71605 1.78405
H -4.70590 1.09686 1.56167
H -6.08433 1.32802 2.68707
H -6.36803 1.27552 0.92119
C 0.81952 -0.51089 5.35458
N 1.25996 0.55006 4.41126
O 0.40577 1.09860 3.74874
O 2.44993 0.79496 4.34971
H -0.25336 -0.59896 5.28418
H 1.31330 -1.43262 5.06054
H 1.12291 -0.21934 6.35484
C -1.22982 -4.31397 5.87952
N -0.68156 -3.11260 6.56506
O 0.44521 -3.15709 7.01306
O -1.39208 -2.12659 6.57748
H -0.48498 -5.09167 5.91249
H -2.13412 -4.60067 6.40798
H -1.45684 -4.01753 4.86012
C 4.71195 2.89076 3.46086
N 6.02847 2.98653 2.77122
O 6.92451 3.58480 3.33474
O 6.12088 2.45602 1.68642
H 4.79018 3.40740 4.40939
H 3.97228 3.35246 2.81454
H 4.48525 1.84020 3.59955
C 0.26971 -6.83281 1.97565
N -0.41084 -7.26258 3.22941
O -1.03414 -8.29864 3.22313
O -0.29925 -6.52143 4.18893
H 0.08046 -7.57969 1.21498
H -0.14224 -5.86649 1.69729
H 1.32844 -6.74382 2.19787
C -4.97887 2.12955 5.84168
N -5.94607 0.99677 5.80771
O -6.41824 0.61464 6.85411
O -6.19225 0.52997 4.71369
H -4.85554 2.44018 6.87161
H -4.04609 1.76981 5.41762
H -5.39304 2.92636 5.23065
C 6.41316 5.60508 -5.69602
N 5.68575 4.46570 -5.06938
O 5.51874 4.49795 -3.86849
O 5.31339 3.58551 -5.81376
H 6.68162 6.30714 -4.91636
H 7.29126 5.19583 -6.18537
H 5.74435 6.05296 -6.42423
C -4.79728 5.42401 -1.90020
N -3.67040 5.76014 -2.81216
O -2.73145 6.37594 -2.35357
O -3.76599 5.38126 -3.95947
H -4.57047 5.81666 -0.91763
H -5.69349 5.87378 -2.31587
H -4.88427 4.34226 -1.88339

Forces on the atoms, in the same order (eV/Å):
C -0.1 0.0 -0.1
C 0.2 0.3 0.3
C -0.2 -0.4 0.2
C 0.0 0.2 -0.5
C 0.3 0.1 0.2
C -0.1 -0.3 -0.2
C -0.4 0.4 0.2
C 0.4 0.0 -0.8
C -0.6 0.0 0.8
Nb -1.7 -0.4 0.1
Cl 0.5 -0.4 0.4
I 0.0 0.0 0.1
C 0.7 0.6 -0.4
O 0.1 -0.3 0.2
O -0.2 0.2 -0.1
C 0.1 -0.6 0.0
B 0.4 0.0 0.2
O 0.0 0.3 -0.3
O 0.0 0.0 -0.4
P 0.6 0.6 0.1
C -0.2 -0.3 -0.2
O 0.2 -0.3 -0.1
H -0.1 0.0 0.1
H 0.0 0.1 0.0
H 0.0 0.0 0.1
H 0.0 -0.2 -0.2
H -0.1 -0.1 -0.2
H 0.1 0.3 0.0
H 0.1 0.1 -0.1
H 0.0 0.0 0.2
H -0.1 0.0 0.2
H -0.1 -0.2 -0.1
H -0.2 -0.1 0.0
H 0.0 0.1 0.1
H 0.1 0.1 0.2
H 0.1 -0.1 -0.1
H 0.3 -0.1 -0.1
H 0.0 -0.1 0.3
H -0.1 -0.2 0.1
H -0.1 0.1 -0.1
H 0.1 -0.1 -0.1
H 0.0 0.0 0.1
H 0.1 0.0 -0.2
H 0.2 -0.1 0.1
H -0.3 0.1 -0.2
H 0.1 0.1 -0.2
H 0.2 0.0 0.2
H -0.5 0.1 0.4
H 0.0 -0.1 0.0
H 0.1 0.1 0.1
H 0.0 0.1 0.1
H -0.2 0.2 0.0
C 0.0 0.0 0.1
N 0.0 0.0 0.0
O 0.0 0.0 0.0
O 0.0 0.0 0.0
H 0.0 0.0 0.0
H 0.0 0.0 -0.1
H 0.0 0.0 -0.1
C 0.2 -0.1 -0.1
N 0.0 0.0 0.0
O 0.1 0.1 0.0
O 0.0 0.0 0.0
H 0.0 0.1 -0.1
H -0.1 0.0 -0.1
H -0.1 0.0 0.0
C 0.0 0.0 0.0
N 0.0 -0.2 0.0
O 0.0 0.1 -0.1
O 0.0 0.0 0.1
H -0.1 0.1 -0.1
H 0.1 0.0 0.0
H 0.1 0.0 0.0
C 0.1 0.0 0.2
N -0.1 0.0 -0.4
O 0.0 0.0 0.1
O -0.1 0.0 0.3
H 0.1 0.0 0.0
H -0.1 0.1 0.0
H 0.0 0.0 0.0
C 0.0 0.1 0.1
N 0.0 0.0 0.0
O 0.0 0.0 0.0
O 0.0 0.0 0.0
H 0.0 0.0 0.0
H 0.0 -0.1 -0.1
H 0.0 0.0 -0.1
C 0.0 -0.1 -0.1
N 0.0 0.2 -0.1
O 0.0 -0.1 0.0
O 0.0 -0.1 -0.1
H 0.0 0.0 0.0
H 0.0 0.0 0.0
H 0.0 0.1 0.0
C 0.0 0.0 0.1
N 0.1 0.0 0.0
O 0.0 0.0 0.0
O -0.1 -0.1 0.1
H 0.0 0.0 0.0
H 0.0 0.0 -0.1
H 0.0 0.0 -0.1
C 0.0 0.1 0.1
N 0.0 0.1 0.0
O 0.1 0.1 -0.1
O 0.0 0.0 0.0
H 0.0 0.0 0.0
H 0.0 0.0 -0.1
H 0.0 0.0 0.0
C 0.0 0.0 0.1
N 0.1 -0.1 0.1
O 0.0 0.0 0.0
O 0.0 0.0 -0.1
H 0.0 0.0 0.0
H 0.0 -0.1 0.0
H 0.0 0.0 0.0

=====

6.
Entry from OMol25: a molecular structure, C36H46I2NOOsSi5Te at a distorted geometry (the ωB97M-V functional and the def2-TZVPD basis).

## Properties
HOMO energy (spin up / spin down) = -10.248 / -10.393 eV
E = -106962.6570 eV
Strongest force on any atom = 1.5 eV/A
Charge = +1
2S+1 = 5
Energy relative to the best compared isomer or geometry (same formula, charge and spin) = 0.835 eV
M = 1220.838 g/mol
Gap between HOMO and LUMO (spin up / spin down) = 6.6 / 5.8 eV
⟨S²⟩ = 6.038

Atoms and positions in Å:
Os 0.14630 -1.92038 -0.57627
I 4.86087 -3.77170 0.39628
C 3.10618 -4.82534 -0.03790
C 3.04982 -6.21880 0.03484
C 1.89291 -6.89014 -0.26803
I 1.89211 -8.98853 -0.12251
C 0.73346 -6.18433 -0.66079
C -0.49916 -6.76886 -1.01554
C -1.55584 -5.97497 -1.38053
C -1.41796 -4.58679 -1.35686
N -0.29124 -3.99316 -1.00264
C 0.79704 -4.76966 -0.69134
C 1.99734 -4.06614 -0.39197
O 2.01338 -2.75310 -0.46724
H 3.92835 -6.76842 0.34325
H -0.60302 -7.84564 -1.00025
H -2.50496 -6.40216 -1.66885
H -2.24923 -3.94928 -1.62628
C 4.34986 2.05935 -2.37942
Si 4.42206 2.36302 -0.51975
C 5.28812 0.95027 0.37584
C 5.29405 4.00261 -0.17079
Si 2.19875 2.69580 0.33446
Te 0.83742 0.39637 -0.14584
Si 2.21350 3.08404 2.70176
C 3.39462 1.91436 3.59546
C 2.84987 4.85319 2.89208
C 0.47537 2.95799 3.41477
Si 0.85025 4.17556 -0.98226
C 1.70319 5.86069 -0.95991
C -0.86871 4.29075 -0.22233
C 0.72917 3.53582 -2.75417
H 5.34143 1.82344 -2.77097
H 3.98647 2.94105 -2.91041
H 3.68940 1.22352 -2.62018
H 6.27823 0.77538 -0.05033
H 4.72291 0.01887 0.29441
H 5.41908 1.17105 1.43638
H 6.30573 3.98708 -0.58185
H 5.38033 4.19687 0.89983
H 4.76860 4.84712 -0.62108
H 4.43413 2.15456 3.36484
H 3.22360 0.86900 3.33088
H 3.26854 2.00871 4.67596
H 3.85674 4.97044 2.48779
H 2.88830 5.11995 3.95041
H 2.20397 5.57890 2.39359
H 0.08706 1.94137 3.32937
H -0.21697 3.62074 2.89196
H 0.47282 3.23384 4.47142
H 1.83682 6.23621 0.05652
H 1.10249 6.59182 -1.50483
H 2.68598 5.82493 -1.43407
H -0.84363 4.74527 0.77036
H -1.32160 3.30172 -0.12339
H -1.52535 4.89889 -0.84842
H 1.69610 3.55384 -3.25982
H 0.03915 4.15042 -3.33555
H 0.35924 2.50779 -2.77477
C -4.69483 -4.11120 2.65888
C -5.17568 -2.88537 2.22036
C -4.37804 -2.06647 1.43530
C -3.08238 -2.45308 1.07815
C -2.61059 -3.68007 1.54376
C -3.41028 -4.50808 2.31858
Si -2.09626 -1.29753 -0.06039
C -2.71293 -1.57035 -1.86069
C -1.94402 -1.18643 -2.96312
C -2.38674 -1.40258 -4.26101
C -3.61423 -2.01227 -4.47667
C -4.39016 -2.40574 -3.39487
C -3.94137 -2.19129 -2.09880
C -2.70947 0.43203 0.42668
C -2.46814 0.94238 1.70464
C -3.03979 2.13581 2.11828
C -3.86413 2.84582 1.25552
C -4.10374 2.36129 -0.02149
C -3.53020 1.16547 -0.43239
H -5.31272 -4.74898 3.27748
H -6.16969 -2.56116 2.50138
H -4.76674 -1.11243 1.09767
H -1.59619 -3.99345 1.32197
H -3.03339 -5.46321 2.66312
H -0.98879 -0.68441 -2.81438
H -1.78063 -1.09243 -5.10270
H -3.96571 -2.17755 -5.48667
H -5.34754 -2.88373 -3.56031
H -4.55070 -2.50913 -1.26028
H -1.84460 0.38033 2.39473
H -2.85730 2.50602 3.11938
H -4.32060 3.77306 1.57781
H -4.74410 2.91225 -0.69930
H -3.74173 0.78727 -1.42591

Forces on the atoms, in the same order (eV/Å):
Os 0.7 -0.5 -0.6
I -0.2 -0.3 0.0
C -0.1 0.9 -0.1
C -0.1 -0.3 0.0
C 0.2 -0.4 0.0
I 0.0 0.3 0.0
C -0.1 0.3 0.0
C -0.1 0.1 0.0
C 0.1 -0.1 0.0
C -0.1 0.2 -0.1
N 0.2 0.2 0.2
C 0.3 -0.1 0.1
C 0.3 -0.8 0.1
O -0.2 0.1 0.1
H 0.0 0.0 0.0
H 0.0 0.0 0.0
H 0.0 0.0 0.0
H 0.0 0.0 0.1
C -0.1 0.0 0.3
Si 0.2 -0.1 -0.2
C -0.2 0.1 -0.1
C -0.2 -0.1 0.1
Si 0.2 0.0 0.0
Te 0.2 0.8 0.2
Si -0.1 0.0 0.4
C -0.1 0.0 -0.3
C -0.1 -0.2 -0.2
C 0.1 -0.1 -0.2
Si -0.3 0.2 -0.2
C 0.1 -0.3 0.1
C 0.3 -0.1 0.0
C 0.1 -0.1 0.3
H 0.0 0.0 0.1
H 0.0 0.0 0.0
H 0.0 0.0 0.0
H 0.0 0.1 -0.1
H 0.0 0.0 0.0
H 0.0 0.0 0.0
H 0.0 -0.1 0.0
H 0.0 0.0 0.0
H 0.0 0.0 0.0
H 0.0 0.0 0.0
H 0.0 0.0 0.0
H -0.1 0.1 0.0
H 0.0 0.0 0.0
H 0.0 -0.1 0.0
H 0.0 0.0 0.0
H 0.0 0.0 0.0
H 0.0 0.0 0.0
H 0.1 0.0 0.0
H 0.0 0.0 0.0
H -0.1 0.0 0.0
H 0.0 0.0 0.0
H 0.0 0.0 0.0
H 0.0 0.0 0.0
H 0.0 0.0 0.0
H 0.0 0.0 0.0
H 0.0 0.0 0.1
H 0.0 0.0 0.0
C 0.0 0.0 0.0
C 0.0 0.0 0.0
C 0.0 -0.1 0.0
C 0.3 0.2 -0.2
C 0.0 0.0 0.0
C 0.0 -0.1 0.0
Si -1.5 0.2 0.1
C 0.2 0.0 0.3
C 0.0 0.0 0.0
C 0.0 0.0 -0.1
C 0.0 0.0 0.0
C 0.0 0.0 0.0
C 0.0 0.0 -0.1
C 0.3 -0.2 -0.1
C 0.0 0.0 0.0
C 0.0 0.0 0.1
C 0.0 0.0 0.0
C 0.0 0.1 0.0
C 0.0 -0.1 0.0
H 0.0 0.0 0.0
H 0.0 0.0 0.0
H 0.0 0.0 0.0
H 0.0 0.0 0.0
H 0.0 0.0 0.0
H 0.0 0.0 0.0
H 0.0 0.0 0.0
H 0.0 0.0 0.0
H 0.0 0.0 0.0
H 0.0 0.0 0.0
H 0.0 0.0 0.0
H 0.0 0.0 0.0
H 0.0 0.0 0.0
H 0.0 0.0 0.0
H 0.0 0.0 0.0